No. 1
# C7H8O

An isolated molecule of C7H8O in a non-equilibrium geometry (the ωB97M-V functional and the def2-TZVPD basis, the OMol25 dataset).

HOMO: -9.06 eV
SMILES string: C[C@H]1[C@@H]2C=C[C@H]1C2=O

Last column: natural (NBO) charge in e.
Element x y z (Å)
C  -2.2671  0.2385  -0.0077  -0.664
C  -1.0827  -0.7653  -0.2182  -0.209
C  -0.0420  -0.0118  -0.9875  -0.354
C  1.2337  -1.0415  -0.6753  -0.207
C  1.1629  -1.0499  0.7438  -0.166
C  -0.1570  -0.2233  1.0748  -0.350
C  0.5181  0.8459  0.0001  0.617
H  -2.7854  -0.2030  0.9853  0.213
H  -2.9850  0.5522  -0.9375  0.225
H  -2.0733  1.2881  0.3776  0.237
H  -1.0094  -1.9112  -0.6700  0.267
H  -0.1593  0.3184  -1.9046  0.218
H  2.1556  -1.2769  -1.3407  0.244
H  2.0014  -1.2961  1.3479  0.226
H  -0.7833  -0.2453  2.0536  0.254
O  1.1805  1.8523  0.0635  -0.551

Atoms 1-2, force components in eV/Å:
-3.28 -0.45 0.67
1.09 2.63 0.61

***

No. 2
# C9H10ClN3OS

A cluster of 2 separate species, C9H10ClN3OS in total in a non-equilibrium geometry (the ωB97M-V functional and the def2-TZVPD basis, the OMol25 dataset).

HOMO (alpha / beta): -7.78 / -7.88 eV

Last column: natural (NBO) charge in e.
Element x y z (Å)
C  -1.8108  0.4991  -0.4260  -0.174
C  -2.3538  1.5550  -1.1561  -0.264
C  -0.2339  1.8761  -2.3077  -0.242
C  0.3159  0.8714  -1.5886  0.007
C  -0.4787  0.1254  -0.6784  0.083
C  -1.5984  2.2678  -2.0640  0.012
C  -0.9228  -0.6658  2.5971  0.749
C  1.7047  0.3443  -1.4857  -0.462
C  1.6060  -0.7889  -0.4234  -0.274
N  0.1860  -0.8340  -0.0250  -0.323
N  -0.3725  -1.8441  2.8995  -0.794
N  0.0276  0.2084  1.9752  -0.694
O  -2.1053  -0.3762  2.8334  -0.641
S  -0.7044  1.6589  1.6078  0.349
Cl  -2.3124  3.6447  -2.9175  0.000
H  -2.4391  -0.2012  0.0702  0.243
H  -3.3727  1.8469  -0.8229  0.234
H  0.3347  2.4394  -2.9470  0.220
H  1.9496  -0.0582  -2.5048  0.234
H  2.3432  1.1829  -0.9957  0.238
H  1.8916  -1.6524  -1.0507  0.214
H  2.0709  -0.5677  0.5605  0.237
H  0.4421  -2.0922  2.2969  0.410
H  -0.8162  -2.6665  3.2557  0.407
H  -1.8510  1.0759  2.2921  0.229

Atoms 1-2, force components in eV/Å:
0.82 -0.23 -0.95
-1.23 0.87 0.33

***

No. 3
# C20H22BF2N4SiY

A structure of composition C20H22BF2N4SiY (the ωB97M-V functional and the def2-TZVPD basis, the OMol25 dataset).

HOMO: -6.98 eV

Last column: natural (NBO) charge in e.
Element x y z (Å)
Y  -0.4598  1.0245  -1.1103  1.709
C  -1.1319  3.5288  3.5739  -0.233
C  -0.4901  2.3287  3.8670  -0.180
C  0.2400  1.6652  2.8993  -0.272
C  0.3613  2.2062  1.6142  0.207
C  -0.2777  3.4127  1.3287  -0.284
C  -1.0284  4.0630  2.3021  -0.185
N  0.9793  1.5096  0.5558  -0.806
C  2.1661  0.8850  0.7055  0.239
C  3.1068  1.1615  1.7346  -0.279
C  4.2988  0.4950  1.7836  -0.138
C  4.6477  -0.4913  0.8325  -0.265
C  3.7750  -0.7808  -0.1745  -0.170
C  2.5427  -0.0996  -0.2540  0.056
N  1.5977  -0.3439  -1.2213  -0.237
N  1.7919  -1.2759  -2.0495  -0.218
C  0.7196  -1.4334  -2.9443  0.328
C  0.7285  -2.5558  -3.7635  -0.226
C  -0.3338  -2.7569  -4.6223  -0.134
C  -1.3734  -1.8344  -4.6503  -0.253
C  -1.3029  -0.7442  -3.8078  0.079
N  -0.2793  -0.5389  -2.9706  -0.579
H  -1.7124  4.0353  4.3334  0.216
H  -0.5796  1.8950  4.8550  0.215
H  0.6997  0.7094  3.1191  0.224
H  -0.1659  3.8531  0.3435  0.223
H  -1.5237  4.9939  2.0584  0.219
H  2.8693  1.9166  2.4708  0.229
H  5.0018  0.7372  2.5714  0.216
H  5.5977  -1.0019  0.9039  0.219
H  4.0023  -1.5238  -0.9257  0.233
H  1.5595  -3.2422  -3.6946  0.242
H  -0.3567  -3.6277  -5.2638  0.229
H  -2.2236  -1.9575  -5.3046  0.235
H  -2.0893  0.0024  -3.7936  0.216
F  -3.2509  1.9921  -0.9732  -0.540
B  -2.3534  2.7155  -1.7288  0.521
F  -2.9153  3.8126  -2.2383  -0.528
C  -2.4177  -2.5185  -0.7505  -1.082
Si  -1.5001  -1.2516  0.3383  0.723
C  -2.7021  -0.8135  1.7396  -1.083
C  -0.1050  -2.2544  1.1598  -1.081
H  -2.7790  -3.3635  -0.1559  0.223
H  -1.7626  -2.9217  -1.5299  0.211
H  -3.2826  -2.0687  -1.2459  0.223
H  -3.0330  -1.7091  2.2750  0.219
H  -3.5872  -0.3052  1.3495  0.232
H  -2.2347  -0.1415  2.4642  0.228
H  -0.5033  -3.0935  1.7388  0.222
H  0.4842  -1.6310  1.8393  0.220
H  0.5858  -2.6629  0.4158  0.218

Atoms 1-2, force components in eV/Å:
-0.21 -0.04 0.23
0.00 0.00 0.01

***

No. 4
# C3H3AgO2

A structure of composition C3H3AgO2 in a non-equilibrium geometry (the ωB97M-V functional and the def2-TZVPD basis, the OMol25 dataset).

Total charge: +1
Expectation value of S²: 0.7614
2S+1: 2
HOMO (alpha / beta): -15.35 / -15.18 eV

Last column: Mulliken spin population.
Element x y z (Å)
C  -0.8828  -0.0102  -0.2406  0.021
C  -0.7321  -1.2955  0.0909  0.057
H  -1.5985  -1.9315  0.2760  0.005
H  -1.8379  0.4977  -0.0942  0.001
H  0.2471  -1.6658  0.4028  0.000
O  1.4243  0.3594  -0.6208  0.271
C  0.2766  0.9088  -0.4220  -0.042
O  0.2743  2.0309  0.1294  0.671
Ag  2.8291  1.1061  0.4784  0.016

Atoms 1-2, force components in eV/Å:
-0.85 1.39 -0.29
0.55 0.28 0.76

***

Q: Which relative energy (zero: lowest compared OMol25 entry of this formula, charge and spin) values were calculated for the entries above? A: 6.055, 1.516, 0.181, 1.188, in eV.